{
  "formula": "C8H12S",
  "method": "ωB97M-V/def2-TZVPD",
  "smiles": "C1=C[C@H]2CCCC[C@@H]1S2",
  "homo_energy_ha": -0.3072,
  "e_lumo_ev": 0.92,
  "gap_ev": 9.279,
  "e_tot_ev": -19325.2988,
  "relative_energy_kcal_mol": 8.1,
  "symbols": ["H", "H", "S", "H", "H", "C", "H", "C", "H", "C", "H", "H", "H", "C", "H", "C", "H", "C", "H", "C", "C"],
  "coordinates": [[-0.6663, 2.6965, -0.3607], [1.7230, -1.7192, 1.4416], [1.2003, 0.6722, 1.4284], [-2.4428, 1.2271, -0.0861], [-0.3573, -2.5526, 0.5871], [-0.4802, 1.6653, -0.5878], [-1.4554, 1.1043, 1.3354], [-1.4869, 0.8611, 0.2811], [-1.3099, -0.8856, -0.9669], [-0.3520, -1.5022, 0.9436], [-0.6794, -1.5186, 1.9897], [1.8274, 0.4145, -2.2006], [1.6518, 2.1935, -0.3969], [1.0933, -1.0407, 0.8216], [-2.3892, -1.1032, 0.4426], [1.0213, 1.3100, -0.2866], [-0.6431, 1.5882, -1.6690], [1.5935, -1.0224, -0.5974], [2.0372, -1.8870, -1.0647], [1.5374, 0.1991, -1.1839], [-1.4227, -0.7004, 0.1294]],
  "atomic_forces_ev_per_a": [[0.0956, 0.7581, 0.2048], [-0.3034, 0.6147, -0.2492], [0.8804, 0.1451, -0.4546], [-0.4512, -0.3354, 0.0342], [-0.3300, 0.3306, 0.1549], [0.7151, -0.6773, 0.8672], [0.2881, 0.3582, 0.0860], [0.1445, -0.7726, -1.0833], [-0.0774, -0.1663, 0.7686], [-0.7610, -0.3167, -0.7615], [0.3028, 0.0441, -0.0721], [0.0179, -0.0273, -0.1329], [-0.0571, 0.0046, 0.0676], [0.2031, -0.5057, 0.6694], [0.0039, -0.0132, -0.1593], [-0.6371, 0.0440, -0.1519], [-0.2360, -0.3966, 0.1650], [0.1424, 2.1588, -0.6203], [-0.2541, -0.2428, -0.0988], [-0.0897, -1.4379, 1.3843], [0.4032, 0.4336, -0.6183]],
  "mulliken_charge": [0.37, 0.43, -0.26, 0.42, 0.34, -0.82, 0.37, -0.79, 0.31, -0.84, 0.32, 0.43, 0.48, 0.18, 0.40, -0.01, 0.35, -0.77, 0.42, -0.62, -0.69]
}

{
  "formula": "C27H26F4N7OsSSe",
  "method": "ωB97M-V/def2-TZVPD",
  "homo_energy_ha": [-0.6100, -0.6117],
  "e_lumo_ev": [-11.25, -11.13],
  "gap_ev": [5.352, 5.512],
  "e_tot_ev": -128343.6988,
  "relative_energy_kcal_mol": 21.1,
  "charge": 3,
  "symbols": ["C", "C", "H", "C", "H", "H", "C", "C", "H", "C", "H", "C", "H", "Os", "C", "H", "H", "H", "C", "H", "H", "H", "H", "C", "H", "H", "F", "H", "C", "C", "N", "H", "C", "N", "C", "C", "C", "N", "C", "C", "H", "F", "C", "F", "C", "C", "C", "H", "H", "H", "C", "N", "Se", "N", "C", "C", "H", "S", "F", "H", "H", "H", "C", "N", "C", "N", "H"],
  "coordinates": [[1.2980, 3.2158, 2.0950], [-2.3110, -4.9129, -1.0099], [-3.3876, -6.5968, -1.7652], [-3.7453, -0.5064, -0.1475], [-0.2424, 0.3810, 4.4756], [-2.7668, -0.3970, -1.9845], [-0.3918, -6.7682, -0.1682], [-2.4992, -6.2599, -1.2496], [1.4536, 6.5655, 2.7289], [-5.5690, -1.4511, -0.9905], [1.6935, 0.6803, 2.7886], [1.7331, -0.2997, -3.3564], [3.2254, -0.7102, 1.5371], [-0.4161, -0.0122, 0.5263], [3.2835, -1.2840, -1.2553], [-6.5589, -1.8733, -0.9734], [1.8048, 2.3197, 2.3961], [0.3402, -7.4959, 0.1530], [-0.1993, 4.4798, 0.6299], [-5.3782, -0.0211, 1.9835], [3.3478, -0.9439, -4.6334], [-0.2059, 6.6335, 0.8728], [0.7124, -5.0922, 0.5854], [2.0412, -0.6708, -0.9567], [-6.6622, -1.0631, 1.3504], [-3.0457, -4.1865, -1.3319], [0.0710, 0.3456, -1.8051], [-0.4222, 1.5430, 3.1424], [-1.5442, -7.1806, -0.8293], [-0.9429, -3.1215, -0.0840], [-4.9653, -0.9653, 0.1540], [0.0531, -2.5864, 2.4627], [-5.5897, -0.9613, 1.4833], [1.5064, -0.4800, 0.2729], [2.1668, -0.9636, 1.4972], [-0.6497, 0.5347, 3.4743], [1.1156, 5.6600, 2.2450], [-0.2098, 2.1322, 0.4289], [2.9795, -0.8743, -3.6167], [-4.7009, -1.2835, -2.0109], [-1.7236, 0.3822, 3.5042], [4.0214, -1.7986, -0.2908], [-1.1496, -4.5032, -0.3448], [0.9802, 0.1504, -4.3407], [-0.1843, -5.4248, 0.0783], [0.2123, 5.7079, 1.2435], [3.7335, -1.3616, -2.5646], [-4.7873, -1.5140, -3.0580], [-1.6996, -8.2339, -1.0216], [-1.5510, -1.9089, 2.8236], [1.6677, 4.4050, 2.6484], [-0.0369, -0.4587, 2.5386], [-1.3163, 2.8188, -0.8719], [-0.7680, -2.0042, 0.1344], [-0.4825, -1.8055, 2.9916], [0.3080, 3.1951, 1.0798], [2.4287, 4.4053, 3.4186], [-2.7128, 0.2985, 0.9967], [4.8986, -1.9260, -2.7893], [2.1116, -2.0573, 1.4923], [-0.2719, -1.8895, 4.0582], [1.7683, -0.8644, 3.6024], [1.2940, -0.2118, -2.0688], [-1.0506, 4.4622, -0.3723], [1.4501, -0.3653, 2.6840], [-3.5772, -0.6950, -1.4662], [-5.2125, -1.7947, 2.0719]],
  "atomic_forces_ev_per_a": [[-0.0761, -0.0647, -0.0946], [-0.0108, -0.0477, -0.0186], [0.0014, -0.0108, 0.0045], [-0.0370, 0.2600, -0.1043], [-0.0084, -0.0007, -0.0135], [-0.0026, 0.0040, -0.0210], [-0.0194, 0.0270, 0.0046], [-0.0070, 0.0334, -0.0023], [-0.0002, -0.0038, 0.0080], [0.0284, -0.0293, 0.0508], [0.0637, 0.0388, -0.0363], [0.3222, -0.1094, -0.1493], [-0.0249, 0.0951, -0.0690], [1.7646, 0.1488, -0.9657], [-0.3431, 0.1721, 0.0747], [-0.0162, 0.0257, -0.0059], [0.0094, -0.0194, 0.0258], [0.0042, 0.0008, -0.0069], [0.0083, 0.1030, 0.0237], [-0.0135, 0.0088, 0.0022], [-0.0111, -0.0115, 0.0110], [-0.0121, -0.0083, -0.0113], [-0.0149, 0.0036, 0.0054], [0.2605, -0.2408, -0.7780], [-0.0051, 0.0003, 0.0083], [-0.0017, 0.0107, 0.0036], [-0.2827, -0.1853, 0.0415], [-0.0002, 0.0193, -0.0097], [0.0087, -0.0191, -0.0027], [-0.0186, -0.0617, -0.1364], [-0.0419, -0.0188, -0.0084], [0.0334, -0.0080, -0.0154], [0.0197, -0.0011, -0.0227], [-1.3625, 0.2292, 0.9895], [0.0042, 0.1012, -0.0428], [0.0953, -0.0674, 0.0685], [0.0357, -0.0328, 0.0434], [-0.2282, 0.0544, 0.2380], [-0.1492, 0.0707, 0.0461], [0.0348, 0.0053, 0.0072], [-0.0452, 0.0002, -0.0060], [0.0889, -0.0142, 0.0382], [0.0288, 0.1260, 0.0379], [-0.0656, 0.0409, -0.0377], [0.0196, -0.0524, 0.0000], [-0.0224, -0.0413, -0.0413], [-0.0402, 0.0386, -0.0941], [0.0068, 0.0014, -0.0062], [0.0002, -0.0001, 0.0027], [-0.0024, 0.0023, -0.0225], [0.0154, 0.0852, 0.0100], [-0.1591, 0.4574, 0.1903], [-0.0900, 0.0143, 0.0928], [-0.1001, 0.0784, 0.1211], [-0.0450, -0.0222, 0.0697], [0.1133, -0.0719, 0.0407], [0.0140, -0.0020, -0.0124], [0.0058, -0.4978, 0.1534], [0.0107, -0.0093, 0.0035], [0.0078, -0.0034, -0.0162], [-0.0229, -0.0227, -0.0029], [-0.1014, -0.0108, 0.0070], [0.1769, -0.1050, 0.3726], [0.0539, -0.1395, -0.0870], [0.0888, -0.2909, 0.0578], [0.0507, -0.0371, -0.0212], [0.0055, 0.0044, 0.0076]],
  "mulliken_charge": [0.08, -0.41, 0.45, 0.28, 0.41, 0.12, -0.80, -0.72, 0.43, -0.15, 0.01, -0.07, 0.70, 2.08, 0.47, 0.48, 0.60, 0.44, 0.27, 0.37, 0.56, 0.50, 0.48, 0.03, 0.34, 0.45, -0.29, 0.39, -0.40, 0.92, 0.18, 0.43, -0.84, -0.26, -0.73, -1.04, -0.67, -0.41, -0.33, -0.71, 0.47, -0.26, 0.31, -0.25, -0.40, -0.69, 0.05, 0.49, 0.44, 0.23, -0.80, -0.53, 0.40, -0.29, -1.00, 0.90, 0.47, -0.50, -0.24, 0.47, 0.46, 0.49, 0.29, -0.61, -1.07, 0.24, 0.32]
}

Repeat the first record exactly.
{
  "formula": "C8H12S",
  "method": "ωB97M-V/def2-TZVPD",
  "smiles": "C1=C[C@H]2CCCC[C@@H]1S2",
  "homo_energy_ha": -0.3072,
  "e_lumo_ev": 0.92,
  "gap_ev": 9.279,
  "e_tot_ev": -19325.2988,
  "relative_energy_kcal_mol": 8.1,
  "symbols": ["H", "H", "S", "H", "H", "C", "H", "C", "H", "C", "H", "H", "H", "C", "H", "C", "H", "C", "H", "C", "C"],
  "coordinates": [[-0.6663, 2.6965, -0.3607], [1.7230, -1.7192, 1.4416], [1.2003, 0.6722, 1.4284], [-2.4428, 1.2271, -0.0861], [-0.3573, -2.5526, 0.5871], [-0.4802, 1.6653, -0.5878], [-1.4554, 1.1043, 1.3354], [-1.4869, 0.8611, 0.2811], [-1.3099, -0.8856, -0.9669], [-0.3520, -1.5022, 0.9436], [-0.6794, -1.5186, 1.9897], [1.8274, 0.4145, -2.2006], [1.6518, 2.1935, -0.3969], [1.0933, -1.0407, 0.8216], [-2.3892, -1.1032, 0.4426], [1.0213, 1.3100, -0.2866], [-0.6431, 1.5882, -1.6690], [1.5935, -1.0224, -0.5974], [2.0372, -1.8870, -1.0647], [1.5374, 0.1991, -1.1839], [-1.4227, -0.7004, 0.1294]],
  "atomic_forces_ev_per_a": [[0.0956, 0.7581, 0.2048], [-0.3034, 0.6147, -0.2492], [0.8804, 0.1451, -0.4546], [-0.4512, -0.3354, 0.0342], [-0.3300, 0.3306, 0.1549], [0.7151, -0.6773, 0.8672], [0.2881, 0.3582, 0.0860], [0.1445, -0.7726, -1.0833], [-0.0774, -0.1663, 0.7686], [-0.7610, -0.3167, -0.7615], [0.3028, 0.0441, -0.0721], [0.0179, -0.0273, -0.1329], [-0.0571, 0.0046, 0.0676], [0.2031, -0.5057, 0.6694], [0.0039, -0.0132, -0.1593], [-0.6371, 0.0440, -0.1519], [-0.2360, -0.3966, 0.1650], [0.1424, 2.1588, -0.6203], [-0.2541, -0.2428, -0.0988], [-0.0897, -1.4379, 1.3843], [0.4032, 0.4336, -0.6183]],
  "mulliken_charge": [0.37, 0.43, -0.26, 0.42, 0.34, -0.82, 0.37, -0.79, 0.31, -0.84, 0.32, 0.43, 0.48, 0.18, 0.40, -0.01, 0.35, -0.77, 0.42, -0.62, -0.69]
}

> Number 2 is which compound?

C27H26F4N7OsSSe